[1]
A molecular structure, C24H31EuN11O4 at a distorted geometry, computed with ωB97M-V with the def2-TZVPD basis set.

## Properties
HOMO-LUMO gap (spin up / spin down)	3.8 / 3.6	eV
total energy	-69296.198	eV
HOMO (spin up / spin down)	-3.8 / -3.5	eV
2S+1	8
energy above the lowest of the compared OMol25 structures with the same formula, charge and spin	230.2	kcal/mol
molecular weight	689.549	g/mol

```
71
C24H31EuN11O4 ωB97M-V with the def2-TZVPD basis set
H -2.541 4.018 1.086
N -1.356 2.929 0.663
N -0.412 -0.256 4.766
C -0.597 -0.563 3.535
H -3.379 5.905 3.923
O 0.486 2.159 1.834
O -0.438 -0.246 -1.725
H 4.945 -1.437 -0.634
C -1.044 1.848 -2.799
C -0.808 0.443 -2.912
H -2.006 5.814 5.991
H 1.649 -5.136 -3.502
N 3.043 -2.380 0.758
H -1.391 3.606 -3.988
C -2.492 5.286 3.978
H 1.418 -3.186 -5.003
H 4.050 -0.116 -1.287
H 3.910 -2.864 0.908
H 0.172 -5.369 -1.827
H -0.361 -2.226 0.173
C -1.722 5.230 5.124
C -2.145 4.544 2.847
H -1.433 2.450 -6.152
C 2.310 -3.278 -4.380
N -0.573 -0.910 2.419
C -1.268 1.888 -5.241
C 2.742 -1.903 -3.887
H 0.865 -4.424 -0.489
H -1.173 -0.027 -6.245
H 3.108 -3.725 -4.975
N 0.937 -3.547 -2.404
O 1.983 -0.536 -0.007
N -2.584 0.000 5.580
C -1.120 2.580 -1.593
H -0.770 -1.282 -4.168
O -2.932 4.636 1.770
N -0.743 0.252 6.946
H -1.745 -3.874 -1.995
N -0.380 -1.642 -1.875
H -1.955 -1.865 -0.569
C 2.993 -1.244 0.015
H 0.244 0.426 7.014
H 2.875 -1.213 -4.720
Eu 0.057 0.499 0.686
H -1.336 0.575 7.688
C -0.979 -2.320 -0.741
C 0.266 -4.362 -1.418
H 3.708 -2.002 -3.367
C -0.580 4.434 5.159
H -3.184 0.239 6.348
N 4.067 -0.969 -0.758
C -0.589 2.886 1.728
C -1.112 -3.789 -1.111
H 2.322 -2.506 1.448
C -0.878 -0.208 -4.127
N 1.763 -1.349 -2.972
H 0.657 3.079 4.039
C -0.231 3.696 4.043
C -1.002 3.726 2.879
H -1.573 -4.339 -0.290
C -1.237 2.535 -4.031
C -1.113 0.501 -5.302
N -1.093 2.033 -0.375
C 0.841 -2.170 -2.340
H 0.038 4.409 6.049
H -1.254 3.658 -1.663
C 1.993 -4.152 -3.178
C -1.247 0.000 5.725
H -2.999 -0.155 4.679
H 2.906 -4.295 -2.569
H 1.428 -0.425 -3.182
```

Charges obtained by Löwdin population analysis, quoted in units of e:
1 H 0.06
2 N 0.00
3 N 0.13
4 C -0.34
5 H 0.11
6 O -0.26
7 O -0.15
8 H 0.10
9 C -0.18
10 C -0.18
11 H 0.10
12 H 0.12
13 N 0.18
14 H 0.10
15 C -0.03
16 H 0.12
17 H 0.12
18 H 0.10
19 H 0.12
20 H 0.07
21 C -0.11
22 C -0.29
23 H 0.09
24 C -0.16
25 N 0.01
26 C -0.12
27 C -0.20
28 H 0.11
29 H 0.09
30 H 0.11
31 N -0.09
32 O -0.14
33 N 0.20
34 C -0.13
35 H 0.11
36 O 0.04
37 N 0.18
38 H 0.12
39 N -0.08
40 H 0.13
41 C -0.63
42 H 0.12
43 H 0.12
44 Eu 1.50
45 H 0.11
46 C -0.18
47 C -0.18
48 H 0.09
49 C -0.12
50 H 0.11
51 N 0.18
52 C -0.49
53 C -0.15
54 H 0.10
55 C -0.06
56 N 0.06
57 H 0.10
58 C -0.05
59 C -0.09
60 H 0.11
61 C -0.07
62 C -0.12
63 N -0.24
64 C -0.29
65 H 0.09
66 H 0.11
67 C -0.18
68 C -0.49
69 H 0.12
70 H 0.12
71 H 0.11

=====

[2]
A molecular structure, C24H31F5NPS3Zn, computed with ωB97M-V with the def2-TZVPD basis set.

## Properties
HOMO-LUMO gap	5.8	eV
total energy	-130684.102	eV
HOMO	-1.4	eV
total charge	-2
energy above the lowest of the compared OMol25 structures with the same formula, charge and spin	9.2	kcal/mol
molecular weight	621.074	g/mol

```
66
C24H31F5NPS3Zn ωB97M-V with the def2-TZVPD basis set
F 2.056 -3.545 -4.967
C 2.645 0.953 0.173
H 0.002 1.178 2.403
H 1.458 2.183 2.229
H -0.446 3.217 2.087
Zn -2.504 -0.119 0.967
C 0.345 1.247 -2.301
C -2.854 -1.011 3.862
H -0.030 -1.080 1.021
H 0.998 5.133 0.098
C 1.786 -3.688 -3.650
C 2.797 -4.090 -2.803
H 1.679 -1.251 1.400
C 1.181 4.054 -0.005
F -0.400 -3.057 -4.067
C 0.157 -3.556 -1.805
C 0.669 -0.248 -2.495
H 1.799 3.910 -0.893
H -0.447 4.131 -2.138
C -3.646 -3.290 3.651
C 0.971 -0.823 0.680
H 1.725 1.774 -3.866
C 1.201 0.695 0.620
H 1.115 -1.323 -0.271
H -1.920 3.027 1.149
C 1.043 1.186 2.071
C -2.392 -1.348 5.143
H -1.886 -0.577 5.715
C -3.488 -2.016 3.090
H -2.180 -2.842 6.672
H 2.876 2.014 0.070
H 2.888 0.451 -0.762
H 1.587 0.496 2.725
C -2.563 -2.617 5.682
P -0.162 1.461 -0.463
H -3.336 -4.596 5.324
H -1.913 3.453 -1.402
H 3.312 0.543 0.942
C -0.999 4.016 -1.205
C 1.226 -3.983 -0.993
N -1.570 0.855 -0.331
C 1.508 2.092 -2.838
C 0.519 -3.436 -3.162
H 2.425 1.974 -2.263
H -1.032 2.567 -3.409
C -0.966 3.556 1.194
C -0.901 1.511 -3.170
H 0.695 -0.466 -3.569
F 3.473 -4.642 -0.621
H -1.167 4.630 1.308
C -0.169 3.338 -0.102
H -0.102 -0.882 -2.044
H 1.640 -0.528 -2.087
C -3.202 -3.595 4.929
H 1.757 3.741 0.865
F 4.045 -4.324 -3.269
F 1.032 -4.160 0.322
H -0.795 0.968 -4.115
H -1.284 5.019 -0.864
H 1.265 3.155 -2.874
H -1.794 1.145 -2.660
H -4.116 -4.055 3.042
S -2.623 0.633 3.249
S -4.077 -1.738 1.445
S -1.409 -3.180 -1.198
C 2.499 -4.240 -1.465
```

Charges obtained by natural (NBO) population analysis, quoted in units of e:
1 F -0.32
2 C -0.61
3 H 0.26
4 H 0.18
5 H 0.22
6 Zn 1.50
7 C -0.37
8 C -0.18
9 H 0.23
10 H 0.19
11 C 0.25
12 C 0.19
13 H 0.19
14 C -0.61
15 F -0.32
16 C -0.27
17 C -0.64
18 H 0.21
19 H 0.19
20 C -0.24
21 C -0.60
22 H 0.20
23 C -0.39
24 H 0.22
25 H 0.25
26 C -0.62
27 C -0.25
28 H 0.20
29 C -0.17
30 H 0.18
31 H 0.20
32 H 0.21
33 H 0.20
34 C -0.25
35 P 1.88
36 H 0.19
37 H 0.24
38 H 0.20
39 C -0.61
40 C 0.27
41 N -1.75
42 C -0.61
43 C 0.28
44 H 0.21
45 H 0.19
46 C -0.62
47 C -0.62
48 H 0.20
49 F -0.33
50 H 0.18
51 C -0.38
52 H 0.27
53 H 0.19
54 C -0.26
55 H 0.21
56 F -0.32
57 F -0.31
58 H 0.19
59 H 0.19
60 H 0.19
61 H 0.27
62 H 0.21
63 S -0.57
64 S -0.50
65 S -0.39
66 C 0.29

=====

[3]
A single C24H31IN2O2S molecule at a distorted geometry, computed with ωB97M-V with the def2-TZVPD basis set.

## Properties
HOMO-LUMO gap	8.2	eV
total energy	-51402.577	eV
HOMO	-7.8	eV
structure (SMILES)	CCCCCCCCc1cccc2c1Nc1cc(NCC)c(CC(=O)O)c(I)c1S2
molecular weight	538.495	g/mol

```
61
C24H31IN2O2S ωB97M-V with the def2-TZVPD basis set
C 1.300 1.858 -4.434
C -3.618 -0.241 -0.563
S -3.502 -2.310 1.256
C -0.154 5.425 -4.730
C -1.588 5.125 -4.289
H 1.607 -3.046 5.157
H 0.667 3.550 -3.246
C -1.006 -0.766 -1.508
C 0.405 -1.024 -1.981
C -0.824 -2.652 1.469
H 0.468 1.558 -5.067
C 1.221 3.364 -4.164
H 0.404 5.729 -3.847
H 3.974 -2.999 5.202
C 0.774 -0.381 -3.317
C 0.429 -2.849 3.532
H 0.846 1.548 -2.366
C -2.860 -1.279 -0.042
H -2.106 4.550 -5.050
H 1.283 -2.937 1.580
H -1.335 -3.510 -0.238
C -0.758 -2.705 4.271
C 3.783 -1.991 4.841
H -1.385 0.920 -2.802
O 0.524 -1.458 7.476
H -0.043 -1.097 8.168
H -4.609 -0.046 -0.188
N -0.834 -2.663 0.036
H 2.199 1.692 -5.028
H -1.682 -2.863 6.201
H -0.036 -3.495 6.134
H 2.228 3.754 -4.048
N 1.680 -3.002 4.155
C -0.699 -2.715 5.773
H -0.127 6.240 -5.446
H -0.202 3.545 -5.792
H -2.143 6.036 -4.091
C 1.370 1.015 -3.158
H -0.063 -0.372 -4.007
C -1.772 0.274 -2.031
H -1.577 4.524 -3.381
H 3.420 -1.418 5.691
C 2.729 -2.055 3.747
O -0.235 -0.390 5.678
H 2.318 -1.070 3.542
H -3.645 1.338 -1.996
C -2.007 -2.498 2.196
C -1.577 -1.559 -0.508
C 0.371 -2.821 2.143
C -0.147 -1.398 6.281
H 0.604 -2.088 -1.994
H 1.527 -1.014 -3.786
C 0.538 4.158 -5.286
I -3.788 -2.271 4.619
H 1.265 4.487 -6.025
C -3.064 0.531 -1.576
C -1.968 -2.521 3.589
H 1.071 -0.606 -1.222
H 4.716 -1.575 4.482
H 3.217 -2.454 2.862
H 2.413 0.917 -2.872
```

Charges obtained by natural (NBO) population analysis, quoted in units of e:
1 C -0.40
2 C -0.23
3 S 0.30
4 C -0.39
5 C -0.61
6 H 0.37
7 H 0.19
8 C -0.02
9 C -0.42
10 C 0.16
11 H 0.19
12 C -0.39
13 H 0.19
14 H 0.21
15 C -0.40
16 C 0.17
17 H 0.19
18 C -0.19
19 H 0.20
20 H 0.23
21 H 0.38
22 C 0.00
23 C -0.62
24 H 0.21
25 O -0.74
26 H 0.50
27 H 0.22
28 N -0.66
29 H 0.20
30 H 0.26
31 H 0.23
32 H 0.20
33 N -0.61
34 C -0.58
35 H 0.20
36 H 0.19
37 H 0.21
38 C -0.40
39 H 0.20
40 C -0.22
41 H 0.20
42 H 0.21
43 C -0.21
44 O -0.52
45 H 0.19
46 H 0.21
47 C -0.26
48 C 0.19
49 C -0.24
50 C 0.80
51 H 0.23
52 H 0.21
53 C -0.39
54 I 0.16
55 H 0.20
56 C -0.19
57 C -0.15
58 H 0.22
59 H 0.22
60 H 0.19
61 H 0.20